Entry 1:
Here is a 3-piece molecular cluster, C15H19B3F16O7 overall at a distorted geometry from the OMol25 dataset. Energies are from ωB97M-V/def2-TZVPD.

Orbital gap = 10.788 eV
Molar mass = 647.7 Da
Lowest unoccupied orbital energy = 0.3852 eV
Structure (SMILES) = FC(F)C(F)(F)COC(F)(F)C(F)F.FC(F)C(F)(F)COC(F)(F)C(F)F.CC(=O)OCCCB1OBOBO1

Last column: Mulliken charge in e.
Positions of all 60 atoms, in Å:
F  0.4273  -0.2409  3.5387  -0.218
C  -0.1882  0.4314  4.5276  0.037
F  -0.9475  -0.4475  5.2222  -0.255
C  -1.1099  1.5211  3.9692  0.981
F  -2.0956  0.9476  3.2434  -0.222
F  -1.6773  2.0887  5.0718  -0.344
C  -0.4851  2.6807  3.1777  -0.796
O  -0.5674  2.6143  1.7673  -0.387
C  0.3998  2.0580  0.9833  0.773
F  1.4842  1.6873  1.6827  -0.309
F  0.8039  3.0039  0.1003  -0.369
C  -0.1552  0.9039  0.1378  0.252
F  -0.6334  -0.0710  0.9337  -0.210
F  0.8520  0.3982  -0.6069  -0.224
H  0.5578  0.8630  5.1996  0.301
H  -1.1055  3.5391  3.4309  0.370
H  0.5236  2.9052  3.5247  0.329
H  -0.9511  1.2662  -0.5148  0.245
F  -6.2487  -3.4237  3.5638  -0.228
C  -5.8262  -2.6088  4.5483  0.074
F  -6.7441  -2.6389  5.5405  -0.267
C  -5.6919  -1.1647  4.0536  0.945
F  -6.9018  -0.6916  3.6915  -0.290
F  -5.2831  -0.4640  5.1535  -0.322
C  -4.6513  -0.8587  2.9658  -0.499
O  -5.1159  -0.7209  1.6333  -0.420
C  -5.1789  -1.7586  0.7518  0.807
F  -4.6544  -2.8928  1.2389  -0.296
F  -4.4418  -1.4141  -0.3340  -0.309
C  -6.6089  -1.9717  0.2381  0.195
F  -7.4359  -2.2694  1.2568  -0.226
F  -6.6060  -3.0066  -0.6306  -0.262
H  -4.8722  -2.9714  4.9397  0.288
H  -4.2921  0.1361  3.2138  0.183
H  -3.7901  -1.5239  3.0324  0.409
H  -6.9616  -1.0706  -0.2663  0.239
C  3.5862  2.3526  -1.7228  -0.449
C  3.4412  2.6393  -3.1870  0.769
O  4.2184  3.2770  -3.8439  -0.581
O  2.3067  2.1013  -3.7215  -0.376
C  2.5041  1.3690  -4.9423  -0.707
C  2.9479  -0.0770  -4.6659  -0.428
C  4.4434  -0.3500  -5.0066  -0.579
B  5.2355  -1.0034  -3.8307  0.504
O  6.2306  -0.3247  -3.1178  -0.307
B  7.4276  -1.0300  -3.1667  0.343
O  7.3774  -2.4030  -2.9757  -0.441
B  6.2650  -3.0239  -3.5308  0.529
O  5.0557  -2.3481  -3.4751  -0.533
H  4.4341  2.9079  -1.3230  0.367
H  3.7408  1.2811  -1.5820  0.172
H  2.6868  2.6544  -1.1858  -0.087
H  1.5446  1.3924  -5.4626  0.320
H  3.2264  1.9055  -5.5631  0.398
H  2.3263  -0.7373  -5.2741  0.440
H  2.7408  -0.2738  -3.6116  0.206
H  4.9567  0.5588  -5.3278  0.357
H  4.4890  -1.0571  -5.8433  0.308
H  8.4439  -0.4838  -3.4475  -0.096
H  6.3778  -4.0571  -4.1058  -0.104

Entry 2:
Here is C24H41F3InO3P2S as an isolated structure at a distorted geometry from the OMol25 dataset. Energies are from ωB97M-V/def2-TZVPD.

Orbital gap = 5.607 eV
Molar mass = 643.4 Da
Lowest unoccupied orbital energy = -5.0013 eV
Net charge = +1

Last column: Mulliken charge in e.
Positions of all 75 atoms, in Å:
In  0.5086  0.6138  0.1643  0.745
C  -1.6943  -0.9556  1.7076  0.205
C  -1.3145  -2.0748  0.9118  0.672
C  0.5919  -1.2932  1.9669  0.323
C  -0.5172  -0.4367  2.3360  0.418
C  0.0818  -2.3060  1.0925  0.537
C  -3.0448  -0.3641  1.8251  -1.780
H  -3.5949  -0.4177  0.8727  0.381
H  -2.9856  0.6944  2.1240  0.376
H  -3.6458  -0.8872  2.5900  0.355
C  -0.4681  0.6320  3.3652  -0.827
H  -1.3436  1.2904  3.2975  0.353
H  0.4253  1.2655  3.2570  0.051
H  -0.4428  0.1773  4.3705  0.304
C  1.9310  -1.2953  2.6053  -1.025
H  1.8833  -1.9130  3.5196  0.323
H  2.2638  -0.2849  2.8777  0.165
H  2.6887  -1.7283  1.9402  0.368
C  0.9065  -3.3424  0.4342  -1.671
H  0.8975  -4.2951  0.9929  0.346
H  1.9557  -3.0144  0.3635  0.308
H  0.5535  -3.5487  -0.5878  0.359
C  -2.1849  -2.7963  -0.0401  -1.443
H  -2.5336  -3.7473  0.3918  0.365
H  -1.6445  -3.0232  -0.9714  0.296
H  -3.0664  -2.1958  -0.3010  0.367
C  -0.6149  2.1164  -1.2658  -0.616
C  -1.7683  1.3512  -1.2781  -0.351
C  -2.2003  0.3836  -2.3162  -0.745
C  -1.0943  -0.3425  -3.1552  0.066
C  0.0856  -0.8516  -2.4231  -0.262
C  1.1681  -0.0863  -2.0370  -0.495
C  1.4362  1.2962  -2.6329  -0.804
C  0.2820  2.3208  -2.4844  -0.429
H  -2.8883  0.9122  -3.0174  0.440
H  -0.8005  0.3086  -3.9994  -0.811
H  -2.8289  -0.3969  -1.8379  0.353
H  -0.3122  2.3650  -3.4130  0.005
H  -0.5939  2.9612  -0.5497  0.834
H  -2.4867  1.5260  -0.4718  0.597
H  0.7436  3.3125  -2.3442  0.497
H  2.3283  1.7288  -2.1536  0.447
H  2.0822  -0.6275  -1.7391  0.809
H  1.7039  1.1899  -3.6991  0.162
H  -1.5767  -1.2225  -3.6210  0.696
H  0.1241  -1.9313  -2.2403  0.393
P  -0.2157  1.3490  -6.5048  0.648
C  -0.3027  3.1929  -6.5290  -1.422
C  -1.5885  1.0390  -7.7015  -1.274
P  2.0418  -0.4126  -7.2677  0.266
C  1.2142  1.2038  -7.6913  -1.042
C  1.5316  -1.3833  -8.7571  -1.199
C  3.7140  0.0476  -7.8949  -1.180
H  0.5638  3.6024  -5.9950  0.355
H  -1.2224  3.5011  -6.0164  0.413
H  -0.3057  3.5500  -7.5677  0.439
H  -1.4841  1.6905  -8.5792  0.401
H  -2.5281  1.2674  -7.1822  0.384
H  -1.6037  -0.0142  -8.0071  0.310
H  3.6434  0.4218  -8.9242  0.331
H  4.3490  -0.8450  -7.8571  0.399
H  4.1409  0.8172  -7.2418  0.342
H  1.9219  2.0333  -7.5115  0.500
H  0.8674  1.2074  -8.7412  0.431
H  2.1312  -2.3024  -8.7646  0.411
H  1.7246  -0.8110  -9.6734  0.360
H  0.4722  -1.6583  -8.6957  0.300
F  3.0035  2.2588  3.4256  -0.223
C  2.5905  3.2875  2.6285  0.629
F  1.2646  3.5066  2.8891  -0.215
F  3.2751  4.3865  2.9762  -0.194
S  2.8180  2.7253  0.8507  1.118
O  1.8528  3.4662  0.0596  -0.623
O  4.2208  2.8391  0.5626  -0.593
O  2.4294  1.2469  0.9900  -0.730

Entry 3:
Here is one molecule with the formula C3H4N2O at a distorted geometry from the OMol25 dataset. Energies are from ωB97M-V/def2-TZVPD.

Orbital gap = 9.128 eV
Molar mass = 84.1 Da
Energy above the lowest of the compared OMol25 structures with the same formula, charge and spin = 1.857 eV
Lowest unoccupied orbital energy = 0.7729 eV
Structure (SMILES) = O=c1[nH]cc[nH]1

Last column: Mulliken charge in e.
Positions of all 10 atoms, in Å:
O  2.4589  -0.0484  0.0429  -0.669
C  1.2400  0.1005  -0.1623  0.364
N  0.3349  1.1194  -0.1683  -0.161
C  -0.9279  0.6395  0.0292  -0.323
C  -0.9611  -0.6855  -0.0144  -0.191
N  0.4356  -0.9043  -0.0315  -0.055
H  0.4511  2.0145  0.2843  0.269
H  -1.8029  1.2596  0.1735  0.363
H  -1.7424  -1.6043  -0.2245  0.239
H  0.5138  -1.8909  0.0711  0.165

Among the records above, which one has the lowest orbital gap?
C24H41F3InO3P2S

Which of these has the lowest molar mass?
C3H4N2O

Which of these has the lowest lowest unoccupied orbital energy?
C24H41F3InO3P2S